{
  "formula": "C21H64N4O11",
  "method": "ωB97M-V/def2-TZVPD",
  "relative_energy_ev": 0.000,
  "total_energy_ha": -1885.15979,
  "gap_ev": 9.7724,
  "smiles": "NC(N)=O.NC(N)=O.CC(C)O.CCO.CCO.CCO.CCO.CCO.CCO.CCO.CCO",
  "max_force_ev_per_a": 2.64,
  "elements": ["C", "C", "O", "H", "H", "H", "H", "H", "H", "C", "C", "O", "H", "H", "H", "H", "H", "H", "C", "C", "O", "H", "H", "H", "H", "H", "H", "C", "C", "O", "H", "H", "H", "H", "H", "H", "C", "C", "O", "H", "H", "H", "H", "H", "H", "C", "C", "O", "H", "H", "H", "H", "H", "H", "C", "C", "O", "H", "H", "H", "H", "H", "H", "C", "C", "O", "H", "H", "H", "H", "H", "H", "C", "O", "N", "N", "H", "H", "H", "H", "C", "O", "N", "N", "H", "H", "H", "H", "C", "C", "C", "O", "H", "H", "H", "H", "H", "H", "H", "H"],
  "coordinates": [[-1.079, 5.297, 3.441], [-0.878, 4.141, 2.460], [-0.338, 4.618, 1.250], [-0.260, 6.010, 3.360], [-1.193, 4.974, 4.475], [-1.995, 5.822, 3.154], [-1.826, 3.656, 2.211], [-0.268, 3.430, 3.035], [-0.806, 4.306, 0.472], [2.468, -5.324, -0.218], [1.268, -6.099, -0.745], [0.503, -6.536, 0.360], [2.180, -4.391, 0.268], [3.154, -5.068, -1.030], [3.019, -5.963, 0.472], [1.625, -7.004, -1.237], [0.702, -5.512, -1.477], [0.138, -5.753, 0.805], [3.845, 2.900, 1.081], [4.604, 3.623, 2.167], [5.625, 4.452, 1.644], [3.267, 3.662, 0.541], [3.165, 2.176, 1.529], [4.316, 2.395, 0.238], [4.890, 2.899, 2.947], [3.904, 4.267, 2.719], [5.809, 5.168, 2.256], [0.407, 0.306, 3.518], [-0.787, 0.164, 4.441], [-0.315, 0.218, 5.803], [1.247, -0.353, 3.728], [0.781, 1.317, 3.738], [0.111, 0.293, 2.470], [-1.242, -0.826, 4.378], [-1.562, 0.924, 4.322], [0.421, 0.832, 5.872], [2.250, 2.995, -2.867], [1.468, 4.073, -2.161], [0.378, 4.489, -3.010], [2.911, 2.584, -2.093], [2.844, 3.322, -3.716], [1.647, 2.129, -3.148], [2.096, 4.948, -1.957], [1.054, 3.784, -1.191], [0.205, 5.412, -2.805], [-1.465, 1.008, -5.555], [-1.879, 1.466, -4.174], [-1.884, 0.348, -3.278], [-0.442, 0.640, -5.529], [-1.544, 1.830, -6.265], [-2.162, 0.226, -5.866], [-2.849, 1.972, -4.129], [-1.141, 2.165, -3.764], [-1.719, 0.619, -2.361], [-0.146, -4.112, 3.282], [-1.028, -3.378, 2.287], [-1.003, -4.008, 1.021], [0.067, -3.502, 4.159], [0.820, -4.307, 2.805], [-0.608, -5.057, 3.563], [-0.791, -2.305, 2.322], [-2.074, -3.382, 2.633], [-1.530, -3.431, 0.410], [3.859, -0.456, -1.345], [4.497, -0.390, 0.045], [3.340, -0.523, 0.905], [4.707, -0.392, -2.033], [3.208, 0.416, -1.444], [3.227, -1.317, -1.516], [5.137, 0.487, 0.162], [5.234, -1.193, 0.171], [3.602, -1.061, 1.661], [-2.610, -3.184, -2.011], [-2.222, -2.701, -0.941], [-3.079, -4.470, -2.051], [-2.642, -2.514, -3.189], [-3.478, -4.906, -2.858], [-3.151, -4.909, -1.150], [-2.290, -1.572, -3.356], [-3.122, -2.934, -3.963], [0.059, 0.591, -0.350], [-1.016, 1.137, -0.610], [1.079, 1.279, 0.283], [0.322, -0.758, -0.467], [1.034, 2.231, 0.595], [1.940, 0.752, 0.326], [1.161, -1.181, -0.119], [-0.476, -1.306, -0.766], [-5.571, -1.629, -0.715], [-5.111, -0.176, -0.856], [-3.761, 0.090, -0.205], [-4.905, 0.056, -2.267], [-5.423, -2.021, 0.291], [-5.084, -2.245, -1.472], [-6.629, -1.736, -0.977], [-5.869, 0.500, -0.463], [-3.845, -0.092, 0.880], [-3.599, 1.170, -0.127], [-2.892, -0.394, -0.621], [-4.007, -0.198, -2.508]],
  "lowdin_charge": [-0.0850, -0.3285, -0.0801, 0.0740, 0.0701, 0.0714, 0.1167, 0.0898, 0.0779, -0.0957, -0.3258, -0.0942, 0.0566, 0.0661, 0.0747, 0.1077, 0.1052, 0.0402, -0.0883, -0.3245, -0.0612, 0.0761, 0.0576, 0.0611, 0.1084, 0.1131, 0.0820, -0.0941, -0.2927, -0.0970, 0.0784, 0.0631, 0.0532, 0.1004, 0.1080, 0.0668, -0.0762, -0.3077, -0.0889, 0.0488, 0.0789, 0.0738, 0.1145, 0.0791, 0.0750, -0.0772, -0.2836, -0.1347, 0.0739, 0.0754, 0.0725, 0.1175, 0.1028, 0.0401, -0.0754, -0.3312, -0.1113, 0.0692, 0.0691, 0.0782, 0.0911, 0.1145, 0.0354, -0.0728, -0.2771, -0.1144, 0.0846, 0.0439, 0.0714, 0.0938, 0.1139, 0.0970, -0.6246, -0.0169, 0.1754, 0.1936, 0.0986, 0.1118, 0.0771, 0.1052, -0.6050, -0.0020, 0.1704, 0.2025, 0.0765, 0.0350, 0.0767, 0.0758, -0.0545, -0.4364, -0.0731, -0.0763, 0.0773, 0.0565, 0.0736, 0.1330, 0.0858, 0.0761, 0.0372, 0.0356]
}